Here is a cluster of 3 separate species, C7H11Cl4NO in total from OMol25. Energies are from ωB97M-V/def2-TZVPD.

Each line ends with the Mulliken charge.
Element x y z (Å)
Cl 4.935 1.904 -0.681  -0.105
C 4.476 0.187 -0.605  0.314
Cl 2.753 0.040 -0.277  -0.009
Cl 4.865 -0.585 -2.144  -0.104
Cl 5.396 -0.596 0.685  -0.103
C -1.010 1.865 2.140  -0.889
C -0.458 1.060 1.111  0.046
C -0.892 1.570 -0.079  -0.428
N -1.675 2.652 0.193  -0.013
C -1.753 2.842 1.543  -0.485
H -0.870 1.738 3.201  0.376
H 0.187 0.209 1.247  0.423
H -0.682 1.281 -1.095  0.402
H -2.044 3.254 -0.520  0.192
H -2.359 3.620 1.971  0.376
C -0.209 -2.258 -0.876  -0.650
C -1.677 -2.142 -0.557  -0.172
O -2.277 -3.405 -0.780  -0.526
H 0.266 -3.116 -0.412  0.330
H 0.282 -1.314 -0.629  -0.083
H -0.072 -2.326 -1.962  0.320
H -2.128 -1.367 -1.189  0.231
H -1.820 -1.810 0.482  0.260
H -3.233 -3.303 -0.769  0.298

SMILES	ClC(Cl)(Cl)Cl.c1cc[nH]c1.CCO
charge	0
HOMO energy	-8.5	eV
E_LUMO	0.4	eV


Here is a structure of composition C10H14BF4NO4PRhSTe from OMol25. Energies are from ωB97M-V/def2-TZVPD.

Each line ends with the Mulliken charge.
Element x y z (Å)
Rh 9.281 11.995 5.331  0.580
S 10.271 14.876 5.383  -0.305
C 8.600 14.776 4.944  0.733
C 7.849 15.866 4.508  -0.632
C 6.582 15.615 3.999  -0.194
C 6.113 14.267 3.990  -0.881
C 6.841 13.298 4.640  -0.279
N 8.110 13.531 4.968  -0.227
H 8.266 16.856 4.701  0.357
H 5.978 16.407 3.592  0.418
H 5.150 13.978 3.512  0.361
H 6.477 12.321 4.883  0.807
F 6.903 9.713 3.953  -0.403
B 6.285 9.929 5.278  0.496
F 7.238 10.589 6.102  -0.345
F 5.879 8.745 5.797  -0.294
F 5.209 10.869 5.118  -0.406
O 12.123 12.583 5.971  -0.398
C 11.017 12.650 5.523  0.199
C 7.854 6.533 3.870  -1.144
C 8.479 7.082 5.154  0.034
O 9.642 7.921 4.696  -0.333
P 10.209 9.355 4.600  0.836
O 10.147 10.157 5.918  -0.643
Te 9.360 10.952 2.915  0.104
O 11.698 9.051 4.174  -0.243
C 13.003 9.477 4.625  -0.015
C 13.658 8.133 5.014  -1.258
H 7.232 5.686 4.191  0.384
H 8.550 6.115 3.167  0.381
H 7.229 7.251 3.322  0.249
H 8.940 6.288 5.704  0.335
H 7.803 7.721 5.716  0.189
H 12.905 10.145 5.485  0.241
H 13.510 9.905 3.739  0.270
H 13.263 7.683 5.897  0.342
H 14.745 8.281 5.209  0.386
H 13.500 7.410 4.195  0.302

ΔE to the lowest compared entry with this formula, charge and spin	1.148	eV
spin multiplicity	5
charge	0
HOMO energy (spin up / spin down)	-7.4 / -8.7	eV
E_LUMO (spin up / spin down)	-0.4 / -2.8	eV


Here is an isolated molecule of C5H6 from OMol25. Energies are from ωB97M-V/def2-TZVPD.

Each line ends with the Mulliken charge.
Element x y z (Å)
C -1.094 -1.600 0.681  -0.545
C -0.491 -0.569 0.215  0.172
C -0.604 1.023 0.189  -0.556
C 0.610 0.348 -0.417  0.239
C 1.788 0.600 -0.954  -0.672
H -2.015 -1.462 1.321  0.209
H -0.936 -2.745 0.581  0.218
H -1.414 1.597 -0.348  0.223
H -0.397 1.620 1.109  0.186
H 2.142 1.517 -1.315  0.324
H 2.413 -0.330 -1.062  0.202

ΔE to the lowest compared entry with this formula, charge and spin	3.025	eV
SMILES	C=C1CC1=C
charge	0
HOMO energy	-9.5	eV
E_LUMO	0.8	eV